{"formula": "C41H51F4N9O2Sn", "method": "wB97M-V/def2-TZVPD", "fmax_ha_per_bohr": 0.0077, "relative_energy_ev": 0.023, "lumo_energy_ev": 0.59, "homo_ev": -6.3, "gap_ha": 0.252, "charge": 0, "symbols": ["H", "C", "C", "H", "C", "H", "H", "H", "N", "H", "N", "H", "C", "H", "H", "H", "C", "H", "H", "H", "C", "C", "H", "C", "H", "C", "C", "C", "C", "H", "C", "H", "H", "O", "C", "H", "C", "H", "H", "H", "H", "H", "N", "C", "N", "C", "H", "O", "C", "H", "H", "C", "H", "H", "Sn", "C", "C", "H", "H", "F", "H", "H", "C", "H", "C", "C", "C", "H", "H", "H", "C", "F", "N", "C", "C", "H", "C", "H", "C", "C", "H", "C", "C", "C", "C", "H", "H", "H", "C", "H", "N", "C", "N", "H", "C", "C", "N", "H", "H", "H", "H", "C", "N", "C", "H", "F", "H", "F"], "positions_angstrom": [[-3.3213, 1.3377, 5.6396], [-3.6200, -0.8466, -3.7371], [2.5701, 1.6231, 0.1688], [-2.6448, -3.6283, 2.1504], [2.0456, -4.3943, -0.1738], [-4.8948, 0.5875, 5.3734], [0.0040, -2.6066, -2.7372], [-0.9510, -3.6056, -3.8564], [-1.6694, -4.1205, 0.3729], [-3.2362, -5.6239, -1.2080], [-1.4080, -0.2190, -3.0173], [-3.1914, -1.0522, -4.7074], [0.9704, -2.1727, 4.2968], [3.1626, 0.5525, -1.5568], [-4.6863, 2.3193, 5.1234], [-3.2988, 4.4073, 1.1889], [3.5947, -3.7532, -1.8073], [-0.2914, -6.1921, -1.7899], [-0.9129, -6.0492, 0.7300], [0.5980, -4.2010, -3.2220], [-3.0616, 1.9853, 2.8542], [-3.1022, 0.5774, 0.8534], [-5.2716, -2.1301, -5.4235], [-1.2245, -5.6379, -1.9516], [4.0942, 1.2542, 2.2389], [-2.2710, -6.0635, -0.9463], [-1.3118, -1.5262, 5.2916], [-2.7070, 1.7450, 1.5363], [-5.5444, -0.6513, -2.3811], [-4.8920, -0.7766, 3.4178], [2.3854, -1.9937, -0.5956], [-5.2275, 0.0983, -0.4227], [2.9120, 1.5965, 4.3481], [-0.5741, -0.7348, 3.1893], [-3.8475, 1.0886, 3.5633], [0.3042, 3.7541, -1.0611], [-2.7998, -0.4087, -2.7004], [1.3845, -2.0403, 5.2977], [-1.0927, -0.7318, 6.0095], [-1.3159, -1.0845, -4.9573], [1.4795, 3.4310, 1.2465], [3.1922, -5.8170, -1.3330], [2.1107, 1.4876, 1.5491], [1.7908, 2.8124, 2.0890], [-0.5478, 0.4730, -2.2362], [-4.7561, -0.2034, -1.3473], [2.6968, 3.2888, 2.4985], [-0.9689, -2.2521, -0.7294], [0.5815, 0.5757, -2.9317], [-2.6030, -5.7806, 1.1682], [-0.0902, 2.0799, 2.8457], [-0.5682, 3.6861, -0.4317], [3.1900, -0.2342, 1.9190], [1.2075, -0.1198, -4.9523], [-0.2523, -0.0510, 0.1777], [3.3240, -2.4207, -1.5645], [-4.2073, 1.3464, 5.0012], [4.0081, 0.0464, -0.1235], [-1.5566, -5.8475, -2.9715], [0.9033, -2.7876, 1.0837], [3.4129, 2.3342, 0.1009], [-1.5020, 5.7188, -0.4080], [-0.8144, -0.5310, -4.1883], [0.1766, 3.8066, 3.1157], [3.0123, 0.3239, -0.4958], [-0.2952, -3.6195, -2.9817], [-1.6843, -3.4602, 1.6586], [-6.7061, -2.0217, -4.4069], [-1.5367, -2.3948, 1.5399], [-1.2315, -2.4786, 5.8146], [3.1065, 0.7673, 2.3417], [4.4906, -4.0513, -2.7684], [-0.9739, -4.2116, -1.8502], [-1.1879, -3.4742, -0.7286], [-3.9075, -0.3075, 1.5848], [3.4201, -0.0859, 4.2833], [-0.3210, -1.4152, 4.1581], [-6.1981, -0.6343, -5.3611], [-3.3446, -0.1059, -1.4270], [-4.9875, -1.0050, -3.6072], [1.4210, 1.0930, -2.5051], [0.6574, 2.8266, 3.1137], [-1.8439, -5.5608, 0.4146], [2.9714, -4.7816, -1.1280], [-4.2709, -0.0568, 2.8949], [-6.6187, -0.7048, -2.2439], [1.7431, 2.0640, -0.4037], [-2.7038, 2.8894, 3.3351], [-2.3977, 4.0563, 0.7178], [-4.2424, -1.2112, 1.0932], [-2.5825, 0.3451, -0.4024], [0.4688, -0.0375, -4.1761], [-2.0046, 2.7697, 0.8333], [-2.3753, -7.1483, -0.9428], [-1.4901, 4.6906, -0.0952], [2.7674, 0.6552, 3.8194], [-0.8828, 2.5333, 0.1335], [1.7329, 0.3396, 3.9514], [0.7622, -3.2382, 4.1686], [-0.8879, -3.8573, 2.2960], [1.6791, -1.8608, 3.5365], [1.7731, -3.0757, 0.0840], [2.0572, -0.7366, -0.2377], [-5.8339, -1.4714, -4.7608], [-2.3199, -1.3720, 4.9120], [1.4010, -5.3377, 0.5528], [0.9940, 2.6209, 4.1271], [3.9713, -1.5120, -2.3329]]}

{"formula": "C41H53BBrIN6OPdS4", "method": "wB97M-V/def2-TZVPD", "spin_multiplicity": 5, "s2": 6.07, "fmax_ha_per_bohr": 0.0151, "lumo_energy_ev": [-10.76, -13.07], "homo_ev": [-17.7, -18.1], "gap_ha": [0.254, 0.187], "charge": 4, "symbols": ["S", "N", "S", "C", "H", "N", "C", "H", "H", "C", "S", "H", "H", "H", "C", "H", "Br", "H", "H", "C", "N", "H", "H", "C", "C", "H", "H", "C", "H", "H", "C", "O", "H", "C", "C", "C", "C", "H", "C", "C", "C", "H", "Pd", "C", "S", "H", "H", "C", "C", "C", "H", "B", "N", "H", "C", "C", "C", "C", "C", "H", "H", "C", "H", "H", "H", "H", "N", "H", "H", "C", "N", "H", "C", "C", "H", "H", "H", "C", "H", "H", "H", "H", "H", "H", "H", "C", "C", "H", "C", "I", "C", "H", "C", "C", "H", "H", "H", "H", "H", "C", "C", "H", "C", "H", "H", "C", "C", "H", "H"], "positions_angstrom": [[-1.0912, 1.6625, 3.6512], [-0.2855, -0.7048, -2.5749], [2.3592, 1.9444, 0.7474], [-5.1838, 5.5220, 1.0651], [-0.5457, -4.6859, 4.4073], [-0.0834, -2.0675, 0.9330], [0.3446, -1.9478, -5.7044], [2.6609, -5.4018, -1.4187], [1.6983, 0.9891, 4.2702], [2.8937, -3.2592, -3.0553], [0.3226, 2.8273, -1.0009], [-0.3462, -3.2136, -3.3193], [5.5180, -3.1525, -2.2809], [-2.0519, -4.4310, 3.5425], [-7.5615, 6.0588, 1.5815], [-0.2788, 0.9541, -5.4700], [-6.6336, 3.7247, 2.7558], [0.1466, -6.1499, 2.3956], [-1.3186, -5.7306, 1.5206], [-6.2501, 7.4884, 0.1765], [1.8154, -0.4518, -0.2564], [2.9740, -4.2148, -3.5732], [-1.8395, -0.3952, -6.2681], [0.3422, 3.9159, 3.1713], [-0.8284, -1.6397, -4.7583], [-8.3212, 7.8452, 0.7102], [-1.0729, 1.9717, 5.9641], [4.9100, -3.8345, -1.6833], [3.9831, 5.6848, 2.6920], [1.8447, -2.9607, -3.0349], [3.9594, 5.0005, 3.5391], [-0.8078, 0.4602, 2.7153], [-0.0772, 0.5481, 5.5124], [2.6267, -4.4614, -0.8691], [0.1318, 1.6008, -2.2102], [1.2222, -3.6579, 2.6962], [-7.4718, 7.1848, 0.8216], [-1.8667, 0.4386, 5.5177], [0.0773, 1.8820, -3.5963], [3.2740, -2.0613, -0.9436], [-0.2261, -4.0287, 2.3804], [-6.1751, 8.3849, -0.4267], [-0.1523, 1.5927, 0.9277], [0.4137, 2.5906, 3.5923], [-2.5538, 0.6362, -0.2148], [3.4615, -2.5200, -3.6252], [-2.8889, -0.9219, -4.9395], [0.2857, 3.2707, -4.1081], [2.7709, 2.8095, 3.9310], [1.6340, 2.0256, 3.9631], [-0.6151, 4.3616, 2.9218], [0.3216, -0.0287, -0.3257], [0.0014, 0.3413, -1.7921], [-4.7942, -2.8283, 0.6733], [2.7247, 4.1523, 3.5234], [-0.4262, -0.4850, -3.8640], [-1.1806, -2.8774, -3.9354], [5.2581, 0.8797, 0.4506], [2.7898, 0.3879, 0.1348], [1.8177, -3.5428, 1.7915], [-2.8158, -3.9223, 1.4274], [4.1393, -0.0145, 0.0222], [-0.4681, 3.9482, -3.7025], [-2.0351, -2.6879, -3.2815], [3.0378, -4.6426, 0.1255], [5.3612, -1.6286, -0.6291], [-0.6329, -1.0866, 0.2767], [0.2657, -5.4427, 0.7820], [1.2632, 3.6519, -3.8075], [-0.8607, -3.0216, 1.4553], [2.0266, -1.6334, -0.8032], [-1.1130, -3.0394, 4.1202], [1.4998, 4.6834, 3.1269], [-0.2030, 0.8109, -4.3999], [0.2247, 3.2958, -5.1931], [5.2510, 1.8082, -0.1237], [5.1623, 1.1457, 1.5044], [-4.3011, -1.9669, 0.2305], [5.3513, -3.9302, -0.6890], [-2.3836, -2.0587, -6.1885], [1.2311, -2.2624, -5.1529], [0.0588, -2.7572, -6.3757], [4.9724, -4.8135, -2.1565], [-4.2047, 6.9371, -0.1964], [1.6655, -4.4495, 3.2988], [-1.9861, -0.9094, 0.1740], [-1.0078, 1.0826, 5.3364], [1.5832, -4.1557, -0.7759], [-5.1214, 6.6581, 0.3036], [-3.4650, 4.3711, 1.2878], [-6.4298, 5.2067, 1.7190], [-8.4778, 5.7913, 2.0904], [4.3502, -1.2634, -0.5124], [-0.2925, -5.4177, 1.7185], [1.4429, 5.7179, 2.8120], [6.2177, 0.3906, 0.3041], [-1.4501, -3.6867, -4.6125], [0.6089, -1.0890, -6.3237], [4.8647, 4.3970, 3.5369], [-1.0446, -4.0392, 3.6862], [-2.8333, -2.0015, 0.5027], [3.7167, 2.3885, 4.2503], [-2.2259, -3.0650, 1.1303], [-4.4785, -1.9841, -0.8475], [-4.7595, -1.0591, 0.6200], [3.4440, -3.4063, -1.6271], [-2.0561, -1.2148, -5.5823], [1.2770, -2.7277, 3.2658], [3.9751, 5.6104, 4.4453]]}